No. 1
This record from OMol25 describes C31H35F6IN5SSbSn as an isolated structure. The level of theory is the ωB97M-V functional and the def2-TZVPD basis.

```
81
Properties=species:S:1:pos:R:3:lowdin_spin:R:1
I -0.236 2.488 -0.637 0.096
Sb -0.905 3.944 2.899 0.000
Sn -0.670 0.128 2.097 0.007
S -0.786 -1.830 0.431 0.001
F -1.708 3.258 4.456 0.000
F 0.280 4.965 3.915 0.000
F -2.041 2.740 1.952 0.000
F 0.402 2.496 2.924 0.000
F -2.172 5.271 2.590 0.000
F -0.030 4.393 1.249 -0.001
N -0.132 -0.163 4.502 0.002
N 1.691 -2.149 1.558 0.000
N -0.630 1.099 -2.094 0.444
N 1.228 -3.413 -0.268 0.000
N 1.265 -1.168 2.424 0.000
C 1.616 0.220 -2.035 0.099
C 4.106 -3.126 5.761 0.000
C -2.063 0.818 -2.453 0.028
C -4.514 -0.832 -2.162 0.000
C 3.048 -2.354 5.304 0.000
C -2.597 1.911 -3.412 0.023
C 5.202 -2.869 3.637 0.000
C -4.390 0.548 -1.508 0.002
C 0.459 0.580 -2.763 0.055
C -2.203 -0.583 -3.095 0.007
C 1.596 0.037 -4.829 0.001
C 1.211 -0.166 4.541 0.000
C -4.174 0.232 -4.410 0.000
C -2.920 0.842 -1.171 0.008
C 1.226 1.323 6.396 0.000
C -4.065 1.612 -3.747 0.004
C 1.611 -0.040 -6.338 -0.004
C 4.134 -2.120 3.169 0.000
C -4.907 1.631 -2.466 0.000
C -0.155 1.279 6.399 0.000
C 2.746 -0.234 -2.678 0.000
C 3.045 -1.854 4.000 0.000
C 0.840 -2.474 0.636 0.000
C 3.962 -0.630 -1.877 -0.005
C 2.725 -0.308 -4.074 0.132
C 1.872 -1.064 3.553 0.000
C -0.797 0.537 5.425 0.000
C 0.465 0.468 -4.172 0.090
C -3.673 -0.847 -3.440 0.000
C 1.926 0.572 5.462 0.000
C 5.185 -3.382 4.929 0.000
H 1.758 1.930 7.116 0.000
H 3.008 0.560 5.438 0.000
H 0.990 -0.870 -6.688 -0.002
H -3.590 0.209 -5.338 0.000
H -2.541 0.100 -0.473 0.000
H 4.786 -0.928 -2.525 0.000
H -5.956 1.444 -2.708 0.000
H -1.876 0.514 5.367 0.000
H 2.207 -2.160 5.958 0.000
H 0.544 -3.810 -0.883 0.000
H -4.171 -1.611 -1.473 0.000
H -2.507 2.886 -2.923 0.000
H -2.870 1.820 -0.690 0.000
H 1.215 0.875 -6.782 -0.001
H -4.957 0.574 -0.579 0.001
H 6.050 -3.057 2.989 0.000
H -5.562 -1.042 -2.400 0.000
H -0.392 0.785 -4.753 0.003
H -3.738 -1.827 -3.916 0.000
H -4.418 2.382 -4.435 0.002
H 4.300 0.201 -1.256 -0.002
H 2.620 -0.195 -6.717 0.000
H 6.017 -3.977 5.288 0.000
H -0.739 1.837 7.119 0.000
H 3.726 -1.464 -1.211 -0.002
H -1.831 -1.331 -2.391 0.000
H 4.086 -3.524 6.768 0.000
H 2.086 -3.911 -0.105 0.000
H 4.150 -1.723 2.165 0.000
H 1.593 0.246 -0.956 0.002
H -5.216 0.034 -4.674 0.000
H -4.850 2.615 -1.987 0.000
H -1.613 -0.664 -4.004 0.001
H 3.618 -0.642 -4.594 0.006
H -2.003 1.941 -4.328 0.000
```

Summary:
Strongest force on any atom = 0.51 eV/Å
Orbital gap (alpha / beta) = 7.804 / 5.522 eV
Total charge = +1
ΔE to the lowest compared entry with this formula, charge and spin = 176.3 kJ/mol
2S+1 = 2
HOMO energy (alpha / beta) = -11.17 / -11.16 eV

No. 2
This record from OMol25 describes C31H35N3O2SiTa as an isolated structure at a distorted geometry. The level of theory is the ωB97M-V functional and the def2-TZVPD basis.

```
73
Properties=species:S:1:pos:R:3:mulliken_charge:R:1
Ta -0.129 -0.137 0.196 -0.517
Si 1.763 1.389 1.531 0.595
O 1.479 1.623 -3.311 -0.561
O 2.013 -3.664 1.067 -0.595
N 0.064 0.932 -1.590 1.598
N 1.756 -0.796 -0.866 0.566
N 0.376 -2.039 0.819 1.672
C -2.655 -4.417 2.505 -0.961
C -2.758 2.127 -3.704 -1.112
C 4.114 -1.513 -2.005 -0.653
C -0.716 -3.012 2.794 0.999
C -1.432 -3.384 -0.944 -0.871
C -1.738 -0.154 -3.564 -1.303
C -1.814 4.013 -2.569 -1.066
C -1.805 1.291 -3.135 2.081
C -1.569 -3.488 0.560 1.296
C 1.617 -2.630 0.602 -0.480
C -2.382 0.098 0.519 -0.747
C -1.726 0.121 1.815 -0.466
C -2.780 3.485 -3.411 -0.919
C 3.237 1.600 0.404 -1.297
C -1.722 -3.799 3.332 -0.948
C 2.406 -1.861 -0.402 0.561
C -0.898 1.833 -2.232 -1.906
C 1.384 3.121 2.102 -1.349
C 0.280 -2.326 3.682 -0.868
C 3.389 -0.452 -2.527 -0.733
C -2.518 1.420 0.075 -0.962
C 2.345 0.399 2.997 -1.275
C -2.572 -4.263 1.133 -1.188
C -1.515 1.507 2.092 -1.493
C -0.663 -2.851 1.402 -0.687
C -0.854 3.199 -1.979 1.708
C 2.199 -0.121 -1.917 0.257
C 0.158 3.828 -1.061 -0.786
C -1.967 2.281 1.028 -0.694
C 3.616 -2.247 -0.935 -0.683
C 1.238 0.922 -2.366 -0.368
H 3.755 0.668 0.172 0.340
H 1.580 3.826 1.296 0.389
H 1.090 3.275 -0.989 -0.083
H -3.482 1.705 -4.391 0.475
H -2.957 1.723 -0.864 0.633
H -3.284 -4.765 0.489 0.466
H -1.819 -0.668 2.543 1.099
H -3.526 4.128 -3.859 0.437
H 0.281 -1.254 3.499 -0.132
H -1.428 -0.837 -2.773 -0.062
H -1.030 1.863 2.989 0.737
H 0.388 4.836 -1.407 0.546
H 0.045 -2.501 4.730 0.468
H 3.949 2.248 0.926 0.614
H 2.100 3.324 2.907 0.535
H 3.724 0.106 -3.391 0.612
H -1.774 -3.930 4.406 0.448
H -0.409 -3.593 -1.258 0.182
H -2.085 -4.105 -1.431 0.578
H -0.986 -0.228 -4.356 0.314
H -2.857 -0.773 0.080 0.961
H 2.586 -0.638 2.768 0.298
H 3.259 0.899 3.338 0.548
H -0.268 3.917 -0.058 -0.001
H 0.390 3.318 2.494 0.365
H 4.131 -3.112 -0.542 0.623
H -1.796 5.080 -2.380 0.509
H 2.973 2.093 -0.535 0.336
H -2.688 -0.492 -3.971 0.503
H -3.437 -5.031 2.933 0.433
H -1.708 -2.390 -1.312 -0.017
H 5.059 -1.790 -2.454 0.473
H 1.632 0.410 3.822 0.314
H -1.915 3.356 0.947 0.923
H 1.287 -2.701 3.490 0.291
```

Summary:
Strongest force on any atom = 2.07 eV/Å
Orbital gap = 7.348 eV
Total charge = +1
ΔE to the lowest compared entry with this formula, charge and spin = 0.0 kJ/mol
HOMO energy = -11.62 eV

No. 3
This record from OMol25 describes a 7-piece molecular cluster, C31H35N6O13 overall at a distorted geometry. The level of theory is the ωB97M-V functional and the def2-TZVPD basis.

```
85
Properties=species:S:1:pos:R:3:mulliken_charge:R:1
O 4.220 1.261 -7.377 -0.519
O -0.458 6.335 1.185 -0.581
O -5.607 0.150 -3.262 -0.636
O 3.359 -0.857 -7.255 -0.525
O 3.471 -3.359 4.114 -0.637
O 0.348 -0.026 1.508 0.034
O -3.336 -2.311 1.264 -0.713
O -2.238 6.181 -0.116 -0.564
O -4.517 0.899 -1.558 -0.564
O 2.413 0.075 0.494 -0.840
O 3.270 4.715 -3.694 -0.568
O 1.410 -1.826 0.438 -0.778
O 3.937 3.477 -2.018 -0.506
N 3.841 0.248 -6.680 0.746
N -2.009 -3.846 2.518 0.178
N 1.570 -2.521 4.926 0.292
N 2.966 3.924 -2.754 0.871
N -1.430 5.710 0.827 0.933
N -4.720 0.071 -2.363 1.040
C -2.820 1.959 2.885 -0.448
C -0.978 4.153 -2.326 -0.550
C 4.078 0.221 -5.201 0.374
C 0.442 -1.580 4.827 -1.204
C -3.652 -0.924 -2.605 -0.170
C 1.548 3.493 -2.422 0.056
C 1.419 -0.616 0.799 0.495
C -0.736 -4.366 2.792 -0.839
C -2.457 -0.856 -1.599 -0.581
C -2.209 -2.756 1.684 0.379
C 5.612 0.921 -3.117 -0.712
C -2.684 -3.154 -3.600 -0.409
C -1.192 2.758 -1.640 -0.324
C 1.961 -2.668 6.263 -1.309
C -0.814 3.706 2.470 -0.378
C 2.425 -2.749 3.869 0.130
C -3.869 -2.169 -3.405 -0.736
C -3.241 -4.522 3.251 -1.201
C 5.208 1.038 -4.596 -0.307
C -1.485 -2.969 -2.732 -0.529
C -1.737 4.536 1.486 0.064
C 4.729 0.171 -2.211 -0.324
C 3.668 -0.797 -2.707 -0.602
C -1.334 2.391 3.060 -0.535
C -3.731 2.817 2.177 -0.490
C -3.257 3.939 1.355 -0.176
C -0.058 2.002 -1.312 0.289
C 0.447 4.457 -2.837 -0.656
C 1.311 2.142 -1.722 -0.258
C -1.278 -1.880 -1.841 0.009
C 3.338 -0.863 -4.279 -0.911
H -0.842 -5.288 2.540 0.661
H -0.606 -3.632 -2.675 0.376
H -4.675 -2.193 -4.030 0.488
H -2.174 2.538 -1.180 0.474
H -1.307 -2.216 1.460 0.136
H 0.682 0.639 2.065 0.096
H 0.096 -3.696 2.359 0.024
H -2.472 -4.033 -4.333 0.248
H 2.404 -1.943 6.473 0.705
H 0.974 -3.151 6.820 0.245
H -0.508 -4.373 3.987 0.204
H 6.343 1.531 -2.784 0.487
H 5.822 1.671 -5.244 0.357
H -4.095 -4.720 2.576 0.310
H 3.147 -1.452 -2.069 0.552
H -0.583 1.918 3.600 0.723
H 0.178 -1.667 3.809 0.274
H -0.304 -2.268 4.961 0.710
H -4.086 4.596 0.869 0.307
H -1.851 4.761 -2.704 0.356
H 2.797 -3.465 6.470 0.301
H 0.343 -0.481 5.324 0.164
H 4.840 0.287 -1.182 0.552
H -3.518 -4.047 3.995 0.510
H 2.187 -2.617 2.793 0.320
H -3.199 1.129 3.410 0.492
H -4.818 2.617 1.837 0.256
H 2.758 -1.218 -4.876 0.806
H 0.762 5.434 -3.426 0.279
H -3.065 -5.525 3.629 0.404
H -0.209 1.194 -0.613 0.050
H 2.037 1.635 -1.092 0.521
H 0.235 4.092 2.464 0.372
H -0.303 -1.938 -1.238 0.165
H -2.133 -0.249 -0.979 1.263
```

Summary:
Strongest force on any atom = 16.60 eV/Å
Orbital gap = 6.109 eV
Total charge = -1
ΔE to the lowest compared entry with this formula, charge and spin = 403.8 kJ/mol
HOMO energy = -5.95 eV

no.,calculated total energy (eV)
1,-87774.5723
2,-50706.7142
3,-68243.3391